(1)
137
Properties=species:S:1:pos:R:3:forces:R:3 method="wB97M-V/def2-TZVPD" homo_energy_ha="-0.3647 / -0.5174" e_lumo_ev="-3.22 / -3.22" homo_lumo_gap_ev="6.71 / 10.86" s2=3.752 e_tot_ev=-191577.65715 multiplicity=4 total_charge=+2
V 0.178564 -0.446696 -0.020798 -0.423 -0.496 1.205
C -0.908366 -2.081116 4.667042 1.739 -0.957 1.054
O -1.463116 -2.662266 3.464122 -1.950 2.004 0.440
P -2.263186 -1.636366 2.509512 -0.816 0.002 -0.758
O -1.314656 -0.893666 1.627702 -2.304 -0.655 1.785
O -3.244436 -0.676316 3.481902 2.813 -2.709 -0.369
C -4.206476 0.169224 2.927892 -0.853 0.573 -0.867
O -3.285876 -2.658026 1.707332 0.333 0.221 1.233
C -4.175486 -3.681026 2.375162 1.691 0.675 0.742
H 0.152844 -1.955986 4.451912 0.003 -0.159 0.269
H -1.052756 -2.805486 5.468622 0.218 -0.317 -0.255
H -1.196606 -1.156096 5.166402 -1.100 0.385 -1.245
H -3.888336 1.211664 2.942222 0.262 -0.042 -0.039
H -5.125706 0.097514 3.509252 0.052 -0.176 0.029
H -4.400466 -0.131156 1.898212 -0.261 0.191 -0.055
H -4.908356 -4.071516 1.669102 -0.043 0.764 0.101
H -4.502556 -3.301506 3.343202 -0.885 0.524 -0.503
H -3.609636 -4.534846 2.747872 0.623 -0.052 -0.597
C -4.017006 -3.677376 -2.174618 -0.436 0.470 0.052
O -3.100396 -2.904716 -1.396698 1.851 -0.099 0.910
P -1.533376 -3.318186 -1.254078 -0.447 1.422 -0.111
O -0.701256 -2.312616 -0.488318 -1.970 -3.122 -1.686
O -1.190886 -3.368176 -2.815848 -0.614 0.930 2.087
C -0.690546 -4.393286 -3.573478 1.135 -2.058 -0.412
O -1.516606 -4.851116 -0.711818 -0.112 1.168 0.267
C -1.583956 -5.163716 0.708022 0.329 0.067 1.062
H -4.524296 -2.980906 -2.842218 0.144 -0.020 -0.164
H -4.784976 -4.047706 -1.495508 0.175 -0.382 -0.059
H -3.555356 -4.466046 -2.768738 0.033 -0.031 0.225
H -0.299496 -5.187736 -2.937848 0.019 -0.156 0.039
H 0.157534 -4.065816 -4.174818 -0.233 0.264 -0.156
H -1.466016 -4.852626 -4.186468 -0.024 0.217 -0.218
H -2.503236 -5.589136 1.110552 -0.521 -0.257 -1.281
H -1.492986 -4.317606 1.389132 0.598 0.465 -0.631
H -0.817416 -5.890406 0.977162 0.199 0.125 -0.509
C -4.522786 2.861534 0.086822 -1.708 0.182 0.174
O -3.438136 1.996794 0.229342 1.604 -1.877 -1.316
P -3.106356 0.738144 -0.768368 0.564 2.706 -1.493
O -1.698106 0.308524 -0.573808 -3.144 0.247 -0.506
O -4.342456 -0.312576 -0.582058 2.395 1.361 -0.762
C -5.611916 0.052324 -1.105988 -2.035 -0.949 0.612
O -3.259326 1.451554 -2.287268 -1.262 -0.873 2.738
C -3.021766 0.636724 -3.430478 1.129 -1.440 1.164
H -4.291476 3.905424 0.298682 0.598 -0.134 -0.120
H -5.259106 2.567684 0.834862 -0.282 0.064 0.013
H -5.002016 2.802394 -0.890398 0.171 0.067 -0.080
H -5.736166 0.710384 -1.965998 0.964 0.119 0.065
H -6.229586 0.421574 -0.287308 0.124 0.416 0.040
H -6.109176 -0.885146 -1.354938 0.197 -0.114 -0.251
H -3.907306 0.086544 -3.748638 -0.287 0.790 -0.612
H -2.388336 -0.176116 -3.075288 0.424 -0.248 -0.235
H -2.385186 1.182324 -4.127028 -0.786 0.109 -0.238
C 0.054454 1.455214 -5.768408 -0.772 1.086 -0.430
O 0.012354 1.059894 -4.408268 1.084 -2.311 1.491
P 0.499864 -0.421316 -3.860908 0.220 1.016 -0.778
O 0.425044 -0.619746 -2.388838 -0.267 0.187 -2.842
O -0.478616 -1.391386 -4.677218 0.004 -0.295 -0.401
C -0.420436 -1.792936 -6.087258 0.834 0.548 0.373
O 1.988594 -0.567666 -4.520598 -0.972 -0.645 0.621
C 3.091634 -1.253586 -3.834428 -0.144 0.832 0.281
H 0.311004 0.749624 -6.558608 0.617 -0.332 0.592
H 0.658764 2.361834 -5.799018 0.236 -0.246 -0.311
H -0.959526 1.754264 -6.033968 -0.168 0.141 0.059
H -1.056766 -1.217416 -6.759548 -0.278 0.351 0.555
H -0.721176 -2.834306 -6.202228 0.223 0.045 0.434
H 0.606104 -1.614626 -6.407448 0.007 -0.452 -0.203
H 3.818864 -0.470526 -3.619818 -0.040 -0.082 0.089
H 3.604534 -2.001896 -4.438638 -0.602 0.055 -0.446
H 2.763074 -1.698426 -2.895138 -0.180 0.067 -0.069
C 2.889574 -0.750556 4.752032 -0.067 -1.325 0.495
O 2.293944 -0.724636 3.464932 -0.806 -1.283 -1.289
P 2.207654 -1.992216 2.441452 -1.949 0.630 -0.131
O 1.183394 -1.730886 1.356412 2.610 -1.498 3.044
O 3.656224 -2.096136 1.841612 0.179 -0.629 0.366
C 4.743654 -2.642186 2.597362 1.809 -0.547 -0.560
O 2.042894 -3.354976 3.404892 0.133 2.533 -1.241
C 1.980204 -4.652966 2.790542 -0.531 -0.384 -0.114
H 3.728184 -0.057626 4.820462 -0.131 -0.043 -0.090
H 3.188344 -1.781976 4.939142 0.517 0.170 0.301
H 2.137834 -0.574096 5.521352 -0.065 0.512 -0.150
H 4.729284 -2.738676 3.682992 -0.876 0.597 -0.043
H 5.628594 -2.067466 2.324102 -0.120 0.320 0.190
H 5.009854 -3.643526 2.258912 -0.519 -0.160 -0.303
H 2.967324 -5.101646 2.679242 0.049 0.284 -0.170
H 1.424494 -4.611346 1.853762 0.281 0.099 -0.183
H 1.403754 -5.313266 3.438472 0.055 0.259 0.250
C 1.023684 5.160374 -3.158028 2.029 0.525 0.138
O 1.065584 3.810514 -2.705378 -1.222 -1.568 0.996
P 0.147654 3.206084 -1.506668 -2.468 -0.232 -1.678
O 0.453634 1.840274 -1.028228 0.208 2.304 -1.060
O 0.167884 4.418574 -0.451238 -1.175 -0.830 -0.274
C 1.400434 4.533414 0.193972 1.846 -0.203 0.526
O -1.444646 3.250004 -2.084988 3.999 0.742 1.383
C -2.072566 4.512114 -2.135438 -2.638 0.166 -0.224
H 2.093354 5.367314 -3.191028 0.109 0.546 -0.164
H 0.628934 5.887164 -2.448068 -0.569 -0.319 -0.117
H 0.712244 5.297134 -4.193598 -0.729 -0.399 0.271
H 2.111364 4.964674 -0.510798 0.190 0.369 0.220
H 1.799954 3.560474 0.480102 -0.053 -0.260 -0.183
H 1.373114 5.072184 1.141112 -0.528 0.415 -0.416
H -1.935166 5.145614 -3.011738 0.848 -0.266 -0.143
H -2.099956 5.139534 -1.244538 0.873 -0.275 0.253
H -3.116316 4.210084 -2.221808 -0.305 0.139 -0.155
C 4.389144 2.810954 -1.462778 -0.611 0.615 -1.280
O 3.289054 1.881704 -1.308578 1.018 -2.208 1.375
P 3.500484 0.426364 -0.551828 -1.228 1.638 -0.839
O 2.219364 -0.389516 -0.627908 4.548 1.633 0.159
O 4.881884 -0.126306 -1.331558 -2.836 0.743 1.032
C 5.463424 -1.411036 -1.106578 0.510 -0.382 1.125
O 3.927454 0.923924 0.982582 -1.786 -1.357 -2.710
C 5.185464 1.475024 1.152382 2.408 0.206 1.678
H 4.258564 3.752334 -0.929068 -0.305 -0.379 0.775
H 4.231874 3.135194 -2.491488 0.712 -0.162 -0.212
H 5.393104 2.426054 -1.283888 -0.330 -0.186 -0.241
H 6.503924 -1.297286 -1.410748 -0.096 -0.188 0.129
H 5.036904 -2.299596 -1.572018 -0.524 0.580 -0.780
H 5.378434 -1.663666 -0.049668 0.416 0.182 0.179
H 5.532454 1.058394 2.097962 0.561 -0.519 -0.165
H 5.308834 2.528404 1.403942 -1.184 0.524 -0.571
H 5.900444 1.296554 0.349232 -0.120 -0.425 0.152
C -0.025846 1.942584 5.225702 -1.112 0.488 0.472
O -0.087816 1.271164 3.973742 1.281 0.072 -2.350
P 0.284554 1.960454 2.521052 -1.416 1.423 -0.097
O 0.706004 1.035354 1.417122 -0.183 2.145 3.000
O -1.101666 2.782344 2.060702 2.845 -2.579 0.369
C -1.626676 3.815514 2.860512 -0.190 0.470 -0.113
O 1.288704 3.276014 2.918612 -1.907 -2.035 -1.360
C 2.507114 3.077664 3.586122 1.186 -0.947 1.151
H 0.714234 1.585024 5.941622 0.603 -0.105 -0.663
H -0.968366 1.703844 5.718392 -0.195 0.264 -0.057
H 0.031004 3.018974 5.063692 0.169 -0.061 0.338
H -2.479316 4.196604 2.298492 0.293 0.390 -0.100
H -0.808196 4.525714 2.978072 -0.578 0.511 0.362
H -2.061526 3.486094 3.804172 0.396 -0.251 0.219
H 2.871924 2.052134 3.528692 -0.447 -0.399 0.130
H 2.380994 3.360464 4.631212 0.061 -0.070 0.047
H 3.396024 3.596944 3.227952 -0.636 0.810 -0.692

=====

(2)
23
Properties=species:S:1:pos:R:3:forces:R:3 method="wB97M-V/def2-TZVPD" homo_energy_ha=-0.2991 e_lumo_ev=0.77 homo_lumo_gap_ev=8.91 e_tot_ev=-11009.50541 relative_energy_kcal_mol=102.4
C 2.846377 -1.147581 1.247266 0.498 -0.503 0.039
C 3.126424 -0.050499 0.264927 -1.145 0.254 -1.956
C 1.961996 0.632231 -0.298499 -3.348 1.858 2.163
C 0.728342 0.042914 -0.517078 1.729 1.109 -1.584
N -0.327911 0.897825 -1.001809 -0.234 -0.582 0.687
C -0.896230 1.752957 0.035757 -0.025 0.224 -0.191
H 2.185797 -1.886497 0.819433 -0.242 -0.119 -0.029
H 3.746039 -1.696459 1.539806 0.002 0.224 -0.033
H 2.367620 -0.756952 2.146758 -0.041 0.127 0.017
H 2.766564 -0.266898 -0.871937 3.161 -1.497 0.165
H 3.980380 0.601998 0.351835 0.223 -0.239 -0.083
H 1.949661 1.722681 -0.507396 0.535 -0.417 0.366
H 0.824131 -0.881472 -1.087935 -0.592 -0.761 0.976
H 0.024733 1.459583 -1.748710 -0.006 0.414 -0.615
H -1.661779 2.383185 -0.409817 -0.187 -0.016 -0.008
H -0.154975 2.420498 0.484469 0.066 -0.014 0.188
H -1.350776 1.148226 0.817511 -0.006 -0.044 0.008
H -1.269873 -0.841959 -0.930176 -0.436 0.658 -0.065
H -1.776782 -2.217286 -1.211368 -0.446 -0.153 0.110
O -2.092285 -1.359823 -0.904710 0.545 -0.489 -0.201
H -4.142952 -1.050613 1.476726 0.056 -0.135 -0.040
H -3.303928 -0.503712 0.311715 0.013 -0.321 -0.051
O -3.898161 -0.241253 1.026236 -0.117 0.422 0.135

=====

(3)
15
Properties=species:S:1:pos:R:3:forces:R:3 method="wB97M-V/def2-TZVPD" homo_energy_ha=-0.4930 e_lumo_ev=-3.65 homo_lumo_gap_ev=9.77 smiles=C[C@@H]([NH3+])CS e_tot_ev=-15591.48212 relative_energy_kcal_mol=14.3 total_charge=+1
C 1.632069 -0.413399 -0.295006 -0.510 0.428 -0.745
C 0.206423 0.112547 -0.476105 0.054 0.219 -0.669
N -0.714664 -1.052150 -0.783471 -2.369 0.290 1.116
C -0.282360 0.785402 0.774690 1.081 1.920 2.411
S -2.052577 1.041897 0.944393 -0.905 0.278 -0.308
H 2.176667 0.352962 0.243253 0.382 0.068 -0.154
H 1.694819 -1.330225 0.296584 -0.168 0.042 -0.099
H 2.024700 -0.552251 -1.306228 0.478 -0.187 0.396
H 0.120051 0.781227 -1.388911 0.119 -0.601 1.267
H -1.666712 -0.828914 -0.290814 1.699 -0.778 -0.958
H -0.353715 -1.936469 -0.407909 -0.161 0.171 -0.129
H -0.949363 -1.157406 -1.770339 0.289 -0.102 -0.057
H 0.208168 1.786591 0.880005 -0.316 -0.711 -0.647
H 0.052204 0.340428 1.741838 0.028 -0.521 -1.025
H -2.095711 2.069761 1.838019 0.299 -0.517 -0.400